Entry 1:
C30H41N4 | ωB97M-V/def2-TZVPD

The geometry in XYZ format:
```
75
Properties=species:S:1:pos:R:3:mulliken_charge:R:1
N 2.525 4.834 0.768 0.1990
N 4.917 -4.756 0.593 0.0501
N -1.090 0.704 -1.887 -0.4369
N -6.891 -1.603 0.762 0.0220
C -1.432 -0.147 0.225 -0.0492
C -3.209 -1.761 0.989 -1.1791
C 0.994 -0.640 0.557 0.3377
C 2.116 3.515 0.655 0.0970
C 2.938 2.563 0.010 -0.5576
C 2.611 -4.048 0.320 -0.9720
C -0.280 3.966 -3.784 -1.2106
C -5.185 -0.004 0.063 -1.0191
C 0.588 1.743 1.261 -0.6262
C 6.321 -4.517 0.338 -1.1451
C 1.737 5.925 0.231 -1.0124
C -0.530 2.473 -3.633 -0.2763
C 1.364 0.779 0.579 0.3379
C -0.375 -1.001 0.530 -0.3480
C 4.605 -6.099 1.018 -1.0083
C -8.001 -0.832 0.249 -0.9646
C -2.818 -0.536 0.378 0.2681
C -3.851 0.338 -0.041 -0.7764
C 1.672 -3.031 0.252 -0.9602
C -0.763 2.106 -2.165 -0.1337
C 0.888 3.093 1.214 -0.4917
C -7.278 -2.895 1.287 -1.1058
C 4.352 -2.401 0.760 -0.7696
C 2.518 1.245 -0.103 -0.9242
C -4.548 -2.108 1.106 -0.5981
C 3.378 -1.422 0.842 -0.7712
C 2.014 -1.680 0.542 0.6846
C 3.830 5.209 1.272 -1.1077
C -5.581 -1.246 0.638 2.0968
C 3.986 -3.756 0.547 1.3189
H -7.691 0.153 -0.094 0.2956
H 3.890 2.883 -0.422 0.4846
H -8.344 -2.850 1.533 0.3132
H -8.742 -0.708 1.048 0.3255
H -1.985 0.418 -2.288 0.3171
H -6.727 -3.141 2.203 0.3690
H 3.556 -6.180 1.302 0.3241
H -3.579 1.304 -0.474 0.3568
H 6.716 -5.314 -0.307 0.3563
H 4.822 -6.814 0.218 0.3327
H -5.934 0.690 -0.312 0.1084
H 0.652 -3.298 -0.029 0.4761
H 6.467 -3.554 -0.162 0.3484
H -0.349 0.068 -2.176 0.2738
H 0.128 2.355 -1.572 -0.2268
H 5.229 -6.369 1.879 0.3294
H 3.718 6.043 1.978 0.3479
H -0.279 1.424 1.838 0.6378
H 2.308 -5.080 0.152 0.3830
H 4.286 4.361 1.789 0.3206
H 0.325 1.891 -4.001 0.2995
H -1.412 2.170 -4.209 0.3347
H -2.466 -2.446 1.389 0.3722
H 6.904 -4.531 1.271 0.3721
H 2.285 6.422 -0.589 0.3068
H -4.811 -3.064 1.564 0.2502
H 0.597 4.269 -3.197 0.2487
H 3.690 -0.424 1.143 0.6541
H -0.621 -2.030 0.801 0.1743
H -1.587 2.707 -1.756 0.2251
H -7.125 -3.708 0.557 0.3376
H -0.088 4.229 -4.829 0.3885
H -1.285 0.927 0.169 0.2422
H 5.401 -2.137 0.915 0.3478
H 3.125 0.555 -0.693 0.8354
H -8.493 -1.361 -0.580 0.3475
H 1.545 6.680 1.010 0.3125
H 0.778 5.553 -0.158 0.2895
H -1.150 4.537 -3.433 0.3248
H 4.490 5.538 0.459 0.3505
H 0.234 3.821 1.688 0.5443
```

Values from the calculation:
E_tot in eV: -37728.3388
LUMO level in eV: -3.801
Energy above the lowest of the compared OMol25 structures with the same formula, charge and spin in kJ/mol: 263.3
HOMO-LUMO gap in eV: 5.87
Charge: +1

Entry 2:
C25H43CaCl4CsFN2O14PS | ωB97M-V/def2-TZVPD

The geometry in XYZ format:
```
93
Properties=species:S:1:pos:R:3:mulliken_charge:R:1
Cs -2.120 -5.787 -3.437 0.9476
Ca -2.891 4.417 -0.365 1.6505
Cl -3.966 2.855 3.398 -0.0966
Cl -3.096 3.426 6.064 0.0093
Cl -3.392 5.609 4.156 -0.1972
Cl -5.384 1.897 6.348 -0.8026
S 0.223 0.195 -3.096 1.1407
P -0.133 -0.302 5.047 0.8891
F 2.370 0.470 11.460 -0.2860
O 0.251 3.639 9.178 -0.4626
O 1.723 0.659 -3.244 -0.3042
O 1.928 3.795 10.669 -0.3224
O -1.729 -8.259 -4.358 -0.5815
O -0.706 1.259 -3.354 -0.6689
O 0.397 0.343 3.839 -0.5666
O 1.230 -3.827 -7.097 -0.8764
O -1.412 -1.198 4.867 -0.3790
O -3.070 6.410 -2.088 -0.8474
O 0.031 -0.957 -3.898 -0.5297
O -1.479 7.061 -0.704 -0.7195
O 1.200 1.774 10.036 -0.2767
O 0.904 -1.266 5.739 -0.4104
O -0.599 0.701 6.175 -0.0915
N -2.325 0.622 0.957 -0.5953
N 5.006 -3.158 -11.213 -0.5870
C 2.448 1.568 10.669 0.3326
C -4.004 4.024 4.734 -0.3391
C 0.366 1.630 6.700 -0.6372
C 2.128 1.637 -2.264 -0.6424
C -1.767 8.341 -2.690 -0.9767
C -2.602 -0.579 4.320 -0.3778
C 0.490 -3.086 -6.274 -0.4538
C 0.520 -1.993 6.919 -0.7092
C 1.994 1.111 -0.845 -0.3400
C -1.300 1.366 1.023 1.0027
C 1.042 3.127 9.889 0.6551
C 4.912 -2.699 -9.964 -0.2482
C -0.476 -6.913 -5.861 -0.8196
C 3.868 -3.003 -9.104 -0.3968
C 4.025 -3.951 -11.636 -0.1715
C 2.612 2.835 11.479 -0.4746
C -2.120 7.203 -1.757 0.9641
C -1.585 2.823 1.181 -2.0971
C 0.027 -0.238 -1.380 -0.9461
C 0.508 0.978 -0.562 0.4253
C 0.110 0.879 0.916 -1.6307
C 2.935 -4.314 -10.857 -0.5022
C 2.854 -3.828 -9.559 -0.0202
C -2.973 -6.482 -5.372 -1.5167
C -1.716 -7.317 -5.123 0.7981
H 5.724 -2.053 -9.645 0.3279
H -0.623 -3.323 -6.291 0.0678
H 2.167 -4.962 -11.259 0.3536
H 1.602 2.583 -2.371 0.3472
H 0.493 -1.980 -6.426 0.2582
H -0.133 2.574 6.887 0.2441
H -3.254 -6.536 -6.418 0.3955
H -1.605 3.134 2.223 0.3562
H 1.227 -1.758 7.712 0.2534
H 2.021 -4.082 -8.905 0.5243
H 3.842 -2.605 -8.098 0.3964
H -1.006 -0.492 -1.178 0.3749
H -1.477 7.940 -3.660 0.2712
H 0.736 -3.161 -5.171 0.0821
H 4.126 -4.313 -12.655 0.3445
H -2.455 0.481 4.124 0.0522
H 2.501 0.150 -0.777 0.2852
H 0.564 -3.058 6.702 0.2796
H 3.218 1.411 9.912 0.2886
H -5.037 4.135 5.044 0.4859
H 0.700 -1.056 -1.142 0.4240
H -2.795 -5.457 -5.084 0.3725
H -0.025 1.831 -0.992 0.3148
H 0.708 1.496 1.582 0.4087
H -0.484 -1.734 7.249 0.3441
H -0.656 -6.981 -6.934 0.3713
H 0.330 -7.590 -5.593 0.2520
H -3.795 -6.877 -4.764 0.5320
H 2.123 2.762 12.451 0.2867
H -2.564 2.979 0.741 0.2121
H 1.188 1.790 6.000 0.3897
H 0.755 1.241 7.639 0.1394
H -3.413 -0.690 5.036 0.3090
H -0.837 3.475 0.657 0.7742
H 3.651 3.116 11.624 0.2776
H 3.171 1.852 -2.466 0.4305
H -0.946 8.932 -2.294 0.2834
H -0.175 -5.888 -5.595 0.1760
H -2.863 -1.086 3.393 0.2247
H 0.166 -0.149 1.257 0.4547
H -2.633 8.987 -2.824 0.2924
H 2.522 1.804 -0.195 0.4282
H -2.019 -0.342 0.841 0.3994
```

Values from the calculation:
E_tot in eV: -150177.2415
LUMO level in eV: -2.836
Energy above the lowest of the compared OMol25 structures with the same formula, charge and spin in kJ/mol: 0.0
HOMO-LUMO gap in eV: 2.94

Entry 3:
H30NO18 | ωB97M-V/def2-TZVPD

The geometry in XYZ format:
```
49
Properties=species:S:1:pos:R:3:nbo_charge:R:1
O 1.167 1.196 3.684 -0.9776
O 0.752 2.823 1.235 -0.9628
O -1.458 -2.657 1.964 -0.9218
O 1.587 -2.835 1.584 -0.9472
O 0.507 3.296 -1.398 -0.9919
O 0.135 -2.986 -1.381 -0.9784
O -2.057 2.153 1.460 -0.9346
O -1.921 -0.187 -3.050 -0.9586
O 0.991 -0.880 -3.244 -0.9394
O 0.862 0.150 -0.411 -0.5635
O -1.082 -0.860 -0.093 -0.4956
O -2.479 -2.833 -2.480 -1.0047
O -0.034 0.052 1.555 -0.5782
O -1.785 1.872 -1.293 -0.9653
O 2.889 -1.992 -1.002 -0.9467
O 2.810 -0.054 1.536 -0.9677
O -3.486 -0.457 0.973 -0.9792
O 3.160 1.053 -1.326 -0.9497
N -0.158 -0.096 0.303 0.7242
H -1.858 0.465 -2.351 0.4876
H 0.687 -2.600 1.522 0.4811
H -1.167 2.453 1.559 0.4869
H -2.511 2.954 1.668 0.4655
H -1.904 2.108 -0.376 0.5063
H -1.306 -1.781 2.182 0.4714
H 0.308 -0.657 -2.629 0.4800
H 0.994 -2.623 -1.629 0.4961
H 0.803 3.009 -0.531 0.4691
H 0.721 1.004 2.887 0.4967
H -0.271 2.734 -1.429 0.4760
H -2.439 2.326 -1.782 0.4820
H -1.374 0.319 -3.691 0.4673
H -1.634 -3.064 2.758 0.4548
H -3.195 0.187 1.653 0.4635
H 2.232 0.837 -1.169 0.4832
H 2.051 0.191 0.981 0.4805
H 2.430 -0.042 2.416 0.4592
H -0.166 -2.238 -0.857 0.4596
H 1.910 -2.221 2.285 0.4610
H -2.718 -0.775 0.510 0.4944
H 1.267 -0.044 -3.600 0.4572
H 2.376 -1.230 -0.876 0.4696
H 0.256 3.650 1.128 0.4777
H -1.880 -3.219 -1.795 0.4940
H 2.980 -2.400 -0.167 0.4832
H 3.291 1.949 -0.979 0.4563
H 1.530 2.971 1.799 0.5150
H -2.405 -1.854 -2.525 0.4945
H 0.615 0.814 4.399 0.4688
```

Values from the calculation:
E_tot in eV: -38831.2204
LUMO level in eV: 1.661
Energy above the lowest of the compared OMol25 structures with the same formula, charge and spin in kJ/mol: 99.8
HOMO-LUMO gap in eV: 8.21
Charge: -1

Entry 4:
C4H8O3 | ωB97M-V/def2-TZVPD

The geometry in XYZ format:
```
15
Properties=species:S:1:pos:R:3:nbo_charge:R:1
O 2.260 -1.814 0.094 -0.6195
O 2.091 -0.123 1.596 -0.6913
O -0.449 -0.057 0.676 -0.5332
C 2.710 -1.114 0.972 0.6559
C -2.038 1.360 -0.612 -0.6342
C -0.705 0.668 -0.535 0.0582
C -0.595 -0.791 -0.549 -0.1159
H -1.498 -1.395 -0.599 0.1841
H -2.276 1.600 -1.656 0.2207
H 0.159 1.235 -0.885 0.1889
H 1.152 -0.063 1.274 0.5110
H 3.730 -1.227 1.362 0.1063
H -2.036 2.292 -0.036 0.2210
H -2.816 0.706 -0.205 0.2201
H 0.312 -1.277 -0.896 0.2281
```

Values from the calculation:
E_tot in eV: -10419.3392
LUMO level in eV: 1.015
Energy above the lowest of the compared OMol25 structures with the same formula, charge and spin in kJ/mol: 160.6
HOMO-LUMO gap in eV: 11.54
SMILES: C[C@@H]1CO1.O=CO

Entry 5:
C8H11BO2 | ωB97M-V/def2-TZVPD

The geometry in XYZ format:
```
22
Properties=species:S:1:pos:R:3:nbo_charge:R:1
O -0.636 0.426 2.356 -0.6931
O 0.531 -1.369 1.258 -0.7217
C 0.192 1.489 -2.776 -0.2127
C -1.125 1.089 -0.803 -0.1707
C 1.320 1.238 -2.011 -0.2106
C 1.243 0.942 -0.635 -0.1843
C -0.974 -0.559 3.263 -0.2498
C 0.696 -2.165 0.128 -0.2373
C -1.076 1.411 -2.179 -0.2136
C 0.026 0.907 -0.035 -0.3889
B 0.061 -0.049 1.245 1.1538
H -1.864 -0.145 3.650 0.1852
H 0.951 -1.527 -0.693 0.1815
H -1.941 1.584 -2.806 0.2175
H -0.153 -0.830 3.933 0.1814
H -0.236 -2.674 -0.170 0.1744
H -1.335 -1.501 2.755 0.1662
H 2.291 1.294 -2.502 0.2062
H 2.160 0.676 -0.129 0.2084
H 1.514 -2.909 0.220 0.1849
H 0.393 1.646 -3.802 0.2122
H -2.039 1.026 -0.265 0.2111
```

Values from the calculation:
E_tot in eV: -13246.8382
LUMO level in eV: 0.748
Energy above the lowest of the compared OMol25 structures with the same formula, charge and spin in kJ/mol: 181.9
HOMO-LUMO gap in eV: 10.06
SMILES: COB(OC)c1ccccc1

Question: The highest LUMO level belongs to which entry?
Answer: H30NO18

Question: Which of these has the highest LUMO level?
Answer: H30NO18

Question: Number 1 is which compound?
Answer: C30H41N4

Question: Which formula does entry 4 have?
Answer: C4H8O3